[1]
{
  "formula": "C11H10O5",
  "method": "wB97M-V/def2-TZVPD",
  "largest_force_ha_per_bohr": 0.0179,
  "homo_ev": -8.95,
  "total_charge": 0,
  "total_energy_ha": -801.40413,
  "lumo_ha": 0.014,
  "smiles": "COc1ccc2c(c1)C(=O)O[C@H]2CC(=O)O",
  "homo_lumo_gap_ev": 9.319,
  "elements": ["C", "H", "O", "C", "C", "C", "C", "C", "C", "H", "H", "C", "C", "C", "O", "O", "H", "H", "H", "H", "O", "C", "O", "H", "H", "H"],
  "xyz": [[4.413999, 0.445396, -1.015505], [4.473237, 1.320689, -0.361784], [3.770197, -0.633504, -0.375963], [2.486247, -0.474113, 0.026950], [1.739873, 0.688266, -0.145488], [0.438904, 0.684430, 0.326684], [-0.127379, -0.419433, 0.948969], [0.611760, -1.574414, 1.121651], [1.912543, -1.587993, 0.658232], [2.527398, -2.467001, 0.770214], [0.194213, -2.444630, 1.604034], [-1.538612, -0.072044, 1.319568], [-2.607496, -0.964378, 0.667787], [-2.688545, -0.781368, -0.834018], [-3.708407, -0.617483, -1.441057], [-1.493758, -0.851499, -1.430209], [-1.587539, -0.716757, -2.386911], [-3.589721, -0.730036, 1.078049], [-2.366448, -2.007826, 0.877303], [-1.686970, -0.095194, 2.408107], [-1.699708, 1.277909, 0.891554], [-0.582591, 1.751099, 0.284442], [-0.508638, 2.854162, -0.177473], [2.127800, 1.572768, -0.622611], [3.907869, 0.718802, -1.946176], [5.419527, 0.094580, -1.241006]],
  "forces_ev_per_angstrom": [[0.105, 0.155, -0.094], [-0.017, -0.025, -0.023], [-0.075, -0.237, 0.121], [-0.252, 0.086, 0.039], [0.089, -0.006, -0.045], [-0.225, -0.747, 0.493], [0.298, 0.743, -0.129], [0.053, 0.108, -0.039], [0.074, 0.022, -0.055], [0.081, -0.106, 0.016], [-0.015, -0.143, 0.053], [-0.064, -0.621, 0.197], [0.165, 0.432, -0.035], [-0.434, -0.072, 0.038], [-0.178, 0.040, -0.043], [0.599, -0.076, -0.163], [-0.270, 0.002, 0.158], [0.062, -0.084, -0.084], [-0.030, -0.029, 0.044], [0.036, 0.019, -0.199], [-0.440, 0.153, -0.017], [0.498, 0.405, -0.300], [-0.095, -0.185, 0.103], [0.099, 0.092, -0.068], [0.003, 0.000, 0.037], [-0.067, 0.074, -0.005]]
}


[2]
{
  "formula": "C11H10S",
  "method": "wB97M-V/def2-TZVPD",
  "largest_force_ha_per_bohr": 0.0945,
  "homo_ev": [-7.10, -7.47],
  "total_charge": 0,
  "total_energy_ha": -823.18932,
  "lumo_ha": [-0.004, -0.006],
  "homo_lumo_gap_ev": [7.004, 7.309],
  "elements": ["C", "C", "C", "C", "C", "C", "C", "C", "C", "C", "C", "S", "H", "H", "H", "H", "H", "H", "H", "H", "H", "H"],
  "xyz": [[-2.376543, -1.128222, -0.545475], [-2.588075, 0.222281, -0.925384], [-1.289744, -1.393553, 0.259773], [-1.726241, 1.216301, -0.703289], [-0.470614, -0.403319, 0.633015], [-0.610566, 0.878799, 0.105466], [1.442157, 0.914492, 1.446228], [0.951950, -0.525267, 1.237135], [0.615541, 1.658068, 0.435718], [1.755902, -0.898573, -0.072497], [1.735353, 0.070512, -1.157141], [3.346661, -0.169359, -0.585823], [-3.023658, -1.956214, -1.063966], [-3.607193, 0.298108, -1.416779], [-1.014586, -2.401529, 0.501903], [-1.862984, 2.263976, -1.017989], [1.147459, 1.212356, 2.442715], [2.474367, 1.080353, 1.091738], [1.073061, -1.240688, 2.068491], [0.975968, 2.452236, -0.197849], [1.600994, -1.951458, -0.390714], [1.450792, -0.199310, -2.145271]],
  "forces_ev_per_angstrom": [[-0.783, -0.491, -1.238], [-3.802, -2.687, -1.385], [-1.113, -2.185, -0.616], [1.789, 1.775, 1.317], [2.365, 1.856, 1.078], [0.807, 1.399, 0.288], [-1.435, 0.529, -0.665], [0.377, 0.127, -1.549], [-0.627, -2.357, -1.986], [-0.809, -1.507, -0.240], [-0.273, 0.557, 1.558], [0.625, -0.391, 0.146], [1.216, 1.684, 1.531], [1.538, 0.716, 0.195], [-0.124, -0.516, 0.233], [-0.065, -0.746, 0.008], [0.617, 0.468, 0.499], [-0.078, -0.177, 1.241], [0.051, 0.386, -0.462], [-0.183, 0.588, 0.445], [0.313, 0.630, 0.343], [-0.405, 0.342, -0.743]]
}


[3]
{
  "formula": "C11H11ClN2",
  "method": "wB97M-V/def2-TZVPD",
  "largest_force_ha_per_bohr": 0.1058,
  "homo_ev": -8.38,
  "total_charge": 0,
  "total_energy_ha": -995.32781,
  "lumo_ha": -0.005,
  "smiles": "ClCCNc1ccnc2ccccc12",
  "homo_lumo_gap_ev": 8.228,
  "elements": ["C", "C", "C", "C", "C", "C", "C", "C", "C", "C", "C", "H", "H", "H", "H", "H", "H", "H", "H", "H", "H", "H", "N", "N", "Cl"],
  "xyz": [[3.114255, 0.423347, -0.398552], [2.388723, -0.240595, 0.811256], [0.272075, 0.774202, 0.376374], [0.042074, 2.129695, -0.141600], [-1.246631, 2.396201, -0.447196], [-2.021462, 0.307917, -0.336073], [-2.938155, -0.695094, -0.838957], [-2.883890, -2.005914, -0.548542], [-1.737715, -2.377704, 0.299431], [-0.790746, -1.525432, 0.772820], [-0.888392, -0.102174, 0.426762], [3.506800, 1.331608, -0.107609], [2.335615, 0.888023, -1.166008], [3.101706, -0.425314, 1.682673], [2.023336, -1.226709, 0.494187], [1.844425, 1.333398, 1.688491], [0.950479, 2.850867, -0.216890], [-1.564870, 3.427602, -0.785621], [-3.905100, -0.267231, -1.259175], [-3.371076, -2.768129, -1.359029], [-1.664242, -3.593670, 0.306491], [0.317436, -1.977841, 1.156396], [1.340055, 0.688159, 1.208014], [-2.329949, 1.581662, -0.633319], [4.105255, -0.926867, -0.984316]],
  "forces_ev_per_angstrom": [[-3.417, -1.674, -0.777], [0.615, 0.018, -0.045], [-3.112, 4.364, 0.927], [2.311, -2.605, 1.022], [-3.733, 2.872, -2.534], [-0.969, -1.114, 0.262], [-2.726, 1.943, 0.527], [1.818, -1.347, -1.654], [-0.955, -4.194, -1.300], [2.713, -0.429, 0.039], [1.982, -0.903, -1.461], [2.349, 1.452, 0.814], [1.345, -1.975, 1.036], [-0.774, 0.340, -1.195], [-0.065, 0.439, 0.114], [0.191, 3.527, 1.123], [-2.083, -1.179, 0.266], [0.846, -0.871, 0.661], [1.664, -0.500, -0.222], [0.747, 1.638, 2.896], [0.402, 3.185, 0.632], [-3.674, 1.371, -0.719], [0.971, -5.325, -0.422], [2.883, 0.161, 0.750], [0.669, 0.806, -0.739]]
}